1.
C3H7N2O | ωB97M-V with the def2-TZVPD basis set

**Strongest force on any atom**: 0.1303 hartree/bohr
**SMILES string**: C=NC/[NH+]=C/O
**Energy relative to the best compared isomer or geometry (same formula, charge and spin)**: 88.98 kcal/mol
**E_LUMO**: -4.81 eV
**HOMO**: -0.5042 Ha
**Electronic energy**: -8242.281 eV
**Total charge**: +1

Atoms and positions in Å:
1 C -0.349 -1.512 2.353
2 N -0.027 -0.450 1.793
3 C 0.389 -0.459 0.314
4 N -0.017 0.750 -0.613
5 C 0.033 1.029 -1.990
6 O -0.246 2.105 -2.568
7 H -0.686 -1.655 3.431
8 H -0.432 -2.501 1.787
9 H -0.049 -1.428 0.007
10 H 1.501 -0.746 0.432
11 H -0.336 1.664 -0.159
12 H 0.467 0.228 -2.637
13 H -0.249 2.975 -2.150

Atom charges from the Löwdin analysis, given in e for atoms 1 to 8: C -0.0685; N -0.0489; C -0.1206; N 0.1243; C -0.1116; O 0.2134; H 0.1105; H 0.0982

2.
C3H7N2O2 | ωB97M-V with the def2-TZVPD basis set

**Strongest force on any atom**: 0.1103 hartree/bohr
**Energy relative to the best compared isomer or geometry (same formula, charge and spin)**: 193.66 kcal/mol
**E_LUMO**: -5.05 eV
**HOMO**: -0.5639 Ha
**Electronic energy**: -10284.413 eV
**Total charge**: +1

Atoms and positions in Å:
1 C -3.100 0.113 -0.138
2 C -2.272 -0.826 -0.082
3 C 2.730 0.115 -0.310
4 N 0.655 -0.125 0.668
5 N -0.488 0.258 0.474
6 O -0.878 1.422 0.378
7 O 1.759 0.636 0.614
8 H -4.096 0.280 -0.405
9 H -2.440 1.033 0.151
10 H -1.816 -1.734 -0.161
11 H 3.523 -0.645 0.134
12 H 3.311 0.902 -0.603
13 H 2.288 -0.288 -1.152
14 H 0.824 -1.141 0.432

Atom charges from the Löwdin analysis, given in e for atoms 1 to 8: C 0.0807; C 0.2027; C -0.0088; N 0.0225; N -0.1045; O 0.0479; O -0.0353; H 0.1006